CI3NO2 | wB97M-V/def2-TZVPD

Computed properties:
Orbital gap (alpha / beta) (eV): 7.4 / 5.7
Relative energy (zero: lowest compared OMol25 entry of this formula, charge and spin) (kcal/mol): 25.7
F_max (eV Å⁻¹): 1.83
HOMO (alpha / beta) (eV): -9.920 / -9.201
Total charge: 0

Positions of all 7 atoms, in Å:
C: 0.395477 0.266774 0.045211
N: 1.658753 -0.289714 -0.038874
O: 2.595199 0.483733 -0.123224
O: 1.732146 -1.504828 -0.022404
I: -5.485529 -0.239868 -0.111614
I: -1.178146 -1.025481 0.197035
I: 0.282098 2.309387 0.053870

Atomic forces in eV per Å
C -1.6 0.8 0.2
N 0.8 -0.3 -0.1
O 0.8 0.1 -0.1
O 0.4 -0.6 0.0
I 0.1 0.0 0.0
I -0.1 0.4 0.0
I -0.3 -0.3 0.0

C6H5Br3O | wB97M-V/def2-TZVPD

Computed properties:
Orbital gap (eV): 8.1
SMILES: O[C@H](Br)[C@]1(Br)C=CC=C1Br
Relative energy (zero: lowest compared OMol25 entry of this formula, charge and spin) (kcal/mol): 0.0
F_max (eV Å⁻¹): 2.73
HOMO (eV): -8.802
Total charge: 0

Positions of all 15 atoms, in Å:
O: -1.882398 0.034568 1.286475
C: -0.998788 1.066022 1.260485
Br: -1.830537 2.635640 0.484953
C: 0.322558 0.639244 0.542250
Br: 1.526075 2.251388 1.030095
C: 0.214360 0.445563 -0.951357
C: 1.130259 -0.480897 -1.352015
C: 1.875592 -1.008044 -0.278049
C: 1.369248 -0.554578 0.876781
Br: 2.019999 -0.942492 2.630942
H: -2.055844 -0.282520 2.187021
H: -0.696464 1.176591 2.296831
H: -0.509073 1.151708 -1.385192
H: 1.355852 -0.890145 -2.325010
H: 2.679500 -1.652100 -0.444370

Atomic forces in eV per Å
O -1.3 -1.6 -0.5
C 1.8 -1.6 1.4
Br 0.1 0.0 0.1
C 1.5 0.0 -0.6
Br -0.3 -0.7 -0.6
C 0.6 0.6 0.5
C -1.7 1.4 -1.4
C -1.0 0.4 2.1
C -0.7 1.1 0.9
Br -0.4 0.2 -0.8
H 0.1 0.4 -0.4
H 0.0 1.3 0.1
H 0.6 -0.9 -0.7
H -0.4 0.5 -0.4
H 1.1 -1.0 0.2

C7H8N2O | wB97M-V/def2-TZVPD

Computed properties:
Orbital gap (eV): 8.8
SMILES: C[C@H]1C(=O)Nc2cccn21
Relative energy (zero: lowest compared OMol25 entry of this formula, charge and spin) (kcal/mol): 25.2
F_max (eV Å⁻¹): 4.51
HOMO (eV): -8.005
Total charge: 0

Positions of all 18 atoms, in Å:
C: -1.632780 1.067419 1.145291
C: -0.967545 0.705646 -0.156168
C: 0.257379 1.897670 -0.493989
O: 0.099662 3.063410 -0.482383
N: 1.364523 1.157880 -0.730968
C: 1.166716 -0.260284 -0.575683
C: 1.769679 -1.496471 -0.654209
C: 0.828019 -2.375121 -0.099791
C: -0.333972 -1.749064 0.134000
N: -0.119391 -0.446658 -0.127005
H: -0.986798 1.416605 1.927966
H: -2.108754 0.247345 1.503757
H: -2.456432 1.849897 0.917725
H: -1.669972 0.713122 -0.973704
H: 2.250717 1.667987 -1.134178
H: 2.707794 -1.827907 -0.920853
H: 0.877482 -3.475519 -0.036560
H: -1.046327 -2.155957 0.756752

Atomic forces in eV per Å
C -0.8 3.0 -1.7
C 2.6 2.7 0.3
C -2.4 -3.8 0.4
O 0.0 1.9 -0.1
N 3.0 0.4 -1.5
C -0.6 0.8 -0.1
C -0.9 1.2 0.7
C 0.0 -2.8 -0.9
C 1.0 0.1 0.2
N 0.0 1.3 -0.2
H 0.5 0.4 0.1
H -1.7 -2.6 1.2
H 1.5 -1.1 0.5
H -0.2 -0.2 -0.4
H -2.4 -1.8 1.2
H 1.9 0.0 -0.7
H 0.5 0.8 0.1
H -2.1 -0.3 0.7

C34H39BrI2InN5O6S | wB97M-V/def2-TZVPD

Computed properties:
Orbital gap (eV): 7.7
Relative energy (zero: lowest compared OMol25 entry of this formula, charge and spin) (kcal/mol): 0.0
F_max (eV Å⁻¹): 3.09
HOMO (eV): -12.890
Total charge: +2

Positions of all 89 atoms, in Å:
In: -0.995121 0.212016 -0.867732
C: -0.188683 -1.678943 -4.474167
O: 0.022131 -1.377514 -3.060630
C: 0.535133 -2.414443 -2.319718
C: 1.320933 -3.355897 -3.016898
C: 1.739341 -4.482382 -2.329829
Br: 3.010276 -5.648481 -3.106856
C: 1.265331 -4.806942 -1.093529
C: 0.373951 -3.936906 -0.480187
C: 0.074019 -2.629374 -1.013104
O: -0.709695 -1.815928 -0.357306
C: -0.238499 -4.446271 0.737649
N: -1.340089 -3.910997 1.270648
C: -1.798153 -4.797372 2.299548
C: -3.020579 -4.899898 2.962797
C: -3.207786 -5.978764 3.785371
C: -2.228114 -6.896604 3.976460
C: -1.085429 -6.892803 3.185976
C: -0.909485 -5.830292 2.317917
N: 0.041877 -5.609436 1.383683
H: -0.600396 -2.666337 -4.756101
H: 0.756866 -1.520071 -5.014227
H: -0.873673 -0.954100 -4.775870
H: 1.601376 -3.200329 -4.035677
H: 1.594130 -5.787928 -0.808840
H: -1.773883 -3.041168 0.949359
H: -3.773683 -4.165064 2.800793
H: -4.156768 -6.162917 4.242583
H: -2.462936 -7.772729 4.630199
H: -0.344245 -7.670191 3.296817
H: 0.932295 -6.045511 1.330133
O: -5.005639 0.369969 -1.625228
C: -3.797132 0.363464 -1.639833
O: -3.022852 0.127474 -0.614336
C: -3.129872 0.805429 -2.925653
C: -3.849050 1.197157 -4.057474
C: -3.174288 1.657294 -5.123572
C: -1.811551 1.769855 -5.055352
C: -1.117638 1.470935 -3.870769
N: -1.821966 0.968424 -2.873035
H: -4.957817 1.228146 -4.096048
H: -3.638672 1.998654 -6.043044
H: -1.223379 2.221094 -5.872489
H: -0.062688 1.578083 -3.639401
I: 3.253383 -1.150428 -0.531340
C: 4.084377 -1.052971 -2.494919
I: 3.103931 0.165156 -3.889374
H: 3.992003 -2.114359 -2.871675
H: 5.082193 -0.712091 -2.441630
C: 3.619943 4.408309 4.428682
C: 2.933062 3.431063 3.574762
C: 3.586650 2.478134 2.720992
C: 2.901384 1.468396 2.104295
C: 1.514163 1.334493 2.428151
C: 0.820023 2.293905 3.206769
C: 1.577450 3.329410 3.790963
S: 0.671184 -0.116771 1.811745
C: -0.042448 -0.781320 3.337606
O: -0.573020 0.524020 1.162191
H: 4.665700 4.397476 4.318331
H: 3.465343 4.131762 5.551441
H: 3.136617 5.386332 4.334119
H: 4.671209 2.613793 2.550020
H: 3.405861 0.768880 1.494808
H: -0.247519 2.070191 3.400163
H: 1.063288 4.059975 4.438773
H: -0.826544 -0.090993 3.648643
H: 0.703481 -0.890133 4.125062
H: -0.481954 -1.709365 3.082877
C: 2.144585 3.110123 -0.992455
N: 0.937003 3.881509 -0.575334
C: 1.046413 5.324271 -0.622434
C: -0.227690 3.225781 -0.484454
O: -0.388722 2.180314 -1.170509
N: -1.238793 3.633830 0.312254
C: -1.067137 4.832421 1.192265
C: -2.639119 3.261835 0.025263
H: 1.857085 2.399840 -1.773371
H: 2.604210 2.630441 -0.137241
H: 2.840508 3.819325 -1.417790
H: 1.430582 5.596598 -1.582388
H: 1.732986 5.655455 0.154964
H: 0.069155 5.808904 -0.566823
H: -0.015922 4.931455 1.448695
H: -1.591154 4.717095 2.117050
H: -1.485608 5.687133 0.676977
H: -3.107118 2.862380 0.888276
H: -2.670503 2.504183 -0.771420
H: -3.258419 4.121840 -0.226011

Atomic forces in eV per Å
In -0.9 -0.4 -0.8
C 1.2 -0.2 0.2
O -0.5 -0.4 0.4
C 0.2 -1.2 -2.1
C -0.3 0.5 1.8
C 0.7 0.0 -0.8
Br 0.0 0.0 -0.2
C 0.2 0.3 -1.0
C 0.4 0.4 0.9
C 0.2 -2.1 0.0
O 0.1 0.8 -0.2
C -0.6 0.6 -0.4
N -0.3 -0.8 1.2
C -1.2 1.0 -1.1
C 0.6 0.7 -0.3
C -1.1 1.0 -0.1
C 1.0 -2.6 0.1
C 0.1 -0.3 0.9
C -0.2 -1.2 1.7
N 0.6 1.8 -1.5
H 0.3 0.2 0.9
H -0.3 -0.1 0.1
H -1.1 1.2 -0.6
H 0.2 0.1 -0.3
H -0.4 -0.2 0.9
H 0.3 -0.4 -0.1
H -0.5 0.4 0.0
H -0.4 0.3 0.3
H 0.6 0.9 -0.6
H 0.0 -0.1 -0.2
H 0.5 -0.5 -0.2
O 0.1 -0.3 0.2
C -0.8 0.3 0.1
O -0.3 -0.3 -0.2
C -0.5 0.3 -0.4
C -2.3 -0.5 1.4
C 0.8 0.6 -1.7
C 2.9 1.0 0.1
C -1.0 -0.1 -1.0
N 0.4 -1.2 0.9
H 0.9 -0.4 0.5
H -0.3 -0.2 0.2
H -0.5 -0.4 0.3
H 0.0 0.2 -0.6
I 0.1 0.2 -0.3
C -1.1 -2.0 -0.4
I -0.2 0.3 -0.1
H 0.4 1.3 0.4
H 1.0 0.1 0.2
C -0.9 0.1 2.5
C 0.3 -1.7 -0.4
C 0.6 2.0 0.7
C -2.1 0.3 1.5
C 0.7 0.3 -0.1
C 0.8 -1.2 -0.2
C -2.1 -0.5 -0.5
S 0.0 1.0 1.0
C 0.4 1.1 0.0
O 0.1 -0.3 0.1
H 1.3 0.5 -0.4
H 0.1 0.3 -1.9
H 0.6 0.0 -0.1
H -0.7 -0.2 0.1
H 0.3 -0.6 -0.5
H 0.7 0.7 0.0
H 0.4 -0.5 -0.3
H 0.1 0.0 0.0
H 0.1 0.0 -0.2
H -0.4 -1.0 -0.2
C -1.1 0.6 -0.3
N 0.5 -0.6 0.0
C -0.2 0.2 0.2
C -0.6 0.4 0.6
O 0.7 -0.6 -0.2
N 0.0 1.4 0.3
C 0.1 -1.1 -0.7
C 0.6 -0.1 -0.7
H 0.3 0.0 0.3
H 0.0 -0.2 0.1
H 0.2 0.1 -0.1
H 0.5 0.2 -0.6
H -0.1 0.4 0.0
H 0.4 -0.1 0.2
H -0.1 0.2 -0.1
H -0.6 -0.4 0.5
H 0.1 0.4 0.1
H -0.2 -0.7 1.0
H -0.1 0.6 0.4
H 0.3 0.3 -0.4

C39H66IN2PRhSSb | wB97M-V/def2-TZVPD

Computed properties:
Orbital gap (eV): 6.9
Relative energy (zero: lowest compared OMol25 entry of this formula, charge and spin) (kcal/mol): 1.3
F_max (eV Å⁻¹): 0.61
HOMO (eV): -6.915
Total charge: 0

Positions of all 112 atoms, in Å:
Rh: -0.001746 0.135594 -0.034382
C: 4.227060 -0.688610 -5.411527
C: 3.543583 0.505514 -4.733421
C: 4.152412 1.812004 -5.262217
C: 2.058694 0.482529 -5.097342
C: 3.760114 0.427451 -3.224130
C: 5.073820 0.419587 -2.714306
C: 5.342981 0.311390 -1.366550
C: 4.267629 0.231964 -0.487882
S: 4.260445 -0.047771 1.228208
C: 2.537166 -0.055043 1.200801
N: 2.010055 0.188227 0.025993
C: 2.961009 0.295894 -0.968283
C: 2.707047 0.359397 -2.335621
C: 1.610462 -0.327939 2.268103
C: 1.969010 -0.520147 3.600140
C: 0.984127 -0.722011 4.546870
C: -0.348921 -0.721090 4.148798
C: -0.705964 -0.536271 2.819148
C: 0.261591 -0.341642 1.836848
H: 4.059386 -0.651536 -6.489696
H: 3.826071 -1.630206 -5.033537
H: 5.303921 -0.688191 -5.242697
H: 4.008393 1.882824 -6.342128
H: 5.222925 1.865018 -5.062994
H: 3.679493 2.676630 -4.794488
H: 1.950947 0.528341 -6.182072
H: 1.527245 1.337729 -4.674348
H: 1.575133 -0.433339 -4.752444
H: 5.907644 0.479239 -3.401358
H: 6.362424 0.269938 -1.007845
H: 1.679527 0.337378 -2.669937
H: 3.013026 -0.501006 3.890629
H: 1.243463 -0.870756 5.585904
H: -1.126703 -0.864827 4.888941
H: -1.756957 -0.524526 2.560214
C: -4.697864 1.866722 0.393741
C: -4.488771 0.378417 0.608398
C: -4.597128 0.035303 2.089004
Sb: -2.652978 -0.398585 -0.258331
C: -3.010586 -0.142296 -2.381676
C: -2.361896 1.156304 -2.858949
C: -4.466987 -0.206609 -2.825135
C: -3.104414 -2.513505 0.018970
C: -2.743755 -3.029434 1.414403
C: -4.541012 -2.900694 -0.314319
H: -5.678820 2.159295 0.780571
H: -4.655499 2.152008 -0.658219
H: -3.947836 2.448336 0.926150
H: -5.259381 -0.168742 0.058245
H: -3.796017 0.502232 2.666232
H: -4.571204 -1.037364 2.277702
H: -5.540981 0.419224 2.486497
H: -2.460598 -0.987963 -2.809785
H: -2.946260 2.021673 -2.535161
H: -2.329736 1.177388 -3.952254
H: -1.351193 1.300627 -2.470838
H: -5.079268 0.526250 -2.295757
H: -4.913615 -1.186701 -2.672771
H: -4.541382 0.027379 -3.890871
H: -2.442965 -2.995126 -0.704982
H: -3.530841 -2.797077 2.134038
H: -1.812188 -2.624856 1.808687
H: -2.646560 -4.118059 1.390698
H: -5.263508 -2.360141 0.299965
H: -4.688663 -3.965998 -0.115332
H: -4.790886 -2.727858 -1.359102
C: 0.677566 3.040430 2.754142
C: 1.158180 3.998072 1.646535
C: 2.604164 3.596642 1.319043
C: 1.184414 5.414349 2.228390
P: 0.103629 3.672762 0.088664
N: -0.216863 2.176386 -0.127973
C: 1.031070 4.479622 -1.369493
C: 1.675196 5.842536 -1.106051
C: 0.109870 4.623977 -2.589837
C: 2.111100 3.491252 -1.807372
C: -1.514500 4.652034 0.296504
C: -2.117000 4.267158 1.656030
C: -1.470616 6.179227 0.202843
C: -2.505879 4.127421 -0.750650
H: 1.502856 2.841358 3.442697
H: 0.339539 2.093007 2.342581
H: -0.133412 3.464243 3.340872
H: 3.171567 3.529127 2.250744
H: 3.110431 4.323226 0.684786
H: 2.645318 2.628007 0.826060
H: 1.897363 5.427321 3.058797
H: 0.219367 5.709885 2.636599
H: 1.502699 6.172044 1.514865
H: 0.959317 6.598190 -0.786144
H: 2.123892 6.193237 -2.040843
H: 2.473850 5.794270 -0.369140
H: -0.625306 5.416487 -2.478185
H: -0.405996 3.689037 -2.814457
H: 0.729612 4.882270 -3.453271
H: 2.946692 3.419121 -1.112676
H: 2.510666 3.799161 -2.778032
H: 1.664607 2.505851 -1.911920
H: -1.619444 4.762141 2.486986
H: -2.072959 3.187319 1.813922
H: -3.165738 4.578188 1.677315
H: -0.773307 6.635665 0.901482
H: -2.467134 6.566416 0.437621
H: -1.224404 6.528018 -0.798504
H: -2.461281 3.041159 -0.769964
H: -2.311553 4.491562 -1.753197
H: -3.515356 4.446535 -0.476863
I: 1.968476 -2.971165 -0.632925
C: 0.073244 -1.894883 -0.504235
H: -0.338679 -2.091594 -1.499854
H: -0.444418 -2.535364 0.200918

Atomic forces in eV per Å
Rh -0.6 0.1 0.1
C 0.0 0.0 0.0
C 0.0 0.0 0.0
C 0.0 0.0 0.0
C 0.0 0.0 0.0
C 0.0 0.0 0.0
C 0.0 0.0 0.0
C 0.0 0.0 -0.1
C -0.1 0.0 0.0
S -0.1 0.0 0.0
C -0.1 0.1 -0.3
N 0.3 0.1 0.1
C 0.2 -0.1 0.0
C 0.0 0.0 0.0
C -0.2 0.0 0.1
C 0.0 0.0 -0.1
C 0.0 0.0 0.0
C 0.0 0.0 0.0
C 0.0 0.0 0.0
C 0.3 -0.1 0.1
H 0.0 0.0 0.0
H 0.0 0.0 0.0
H 0.0 0.0 0.0
H 0.0 0.0 0.0
H 0.0 0.0 0.0
H 0.0 0.0 0.0
H 0.0 0.0 0.0
H 0.0 0.0 0.0
H 0.0 0.0 0.0
H 0.0 0.0 0.0
H 0.0 0.0 0.0
H 0.0 0.0 0.0
H 0.0 0.0 0.0
H 0.0 0.0 0.0
H 0.0 0.0 0.0
H 0.0 0.0 0.0
C 0.0 0.0 -0.1
C 0.0 0.0 0.0
C 0.0 0.0 0.0
Sb 0.2 0.1 0.0
C 0.0 0.0 0.0
C 0.0 0.0 0.0
C 0.0 0.0 0.0
C 0.0 0.0 0.0
C 0.1 0.0 0.0
C 0.0 0.0 0.0
H 0.0 0.0 0.0
H 0.0 0.0 0.0
H 0.0 0.0 0.0
H 0.0 0.0 0.0
H 0.0 0.0 0.0
H 0.0 0.0 0.0
H 0.0 0.0 0.0
H 0.0 0.0 0.0
H 0.0 -0.1 0.0
H 0.0 0.0 0.0
H 0.0 0.0 0.0
H 0.0 0.0 0.0
H 0.0 0.0 0.0
H 0.0 0.0 0.0
H 0.0 0.0 0.0
H 0.0 0.0 0.0
H 0.0 -0.1 -0.1
H 0.0 0.0 0.0
H 0.0 0.0 0.0
H 0.0 0.0 0.0
H 0.0 0.0 0.0
C 0.0 0.0 -0.1
C 0.0 -0.1 0.0
C 0.1 0.0 0.0
C 0.0 0.0 0.0
P -0.1 0.0 0.1
N 0.1 0.0 -0.2
C 0.0 0.0 0.0
C 0.0 0.1 0.0
C -0.1 0.0 0.0
C 0.1 -0.1 0.0
C -0.1 0.0 0.0
C 0.1 0.0 0.0
C 0.0 0.0 0.0
C 0.1 0.0 0.0
H 0.0 0.0 0.0
H 0.0 0.0 0.0
H -0.1 0.0 0.0
H 0.0 0.0 0.0
H 0.0 0.0 0.1
H 0.0 -0.1 0.0
H 0.0 0.0 0.0
H 0.0 0.0 0.0
H 0.0 0.0 0.0
H 0.0 0.0 0.0
H 0.0 0.0 0.0
H 0.0 0.0 0.0
H -0.1 0.0 0.0
H 0.0 0.0 0.0
H 0.0 0.0 0.0
H -0.1 0.0 -0.1
H 0.0 0.0 0.0
H 0.0 0.0 0.0
H 0.0 0.0 0.0
H 0.0 0.0 0.0
H 0.0 0.0 0.0
H 0.0 0.0 0.0
H 0.0 0.0 0.0
H 0.0 0.0 0.0
H 0.0 0.0 0.0
H 0.1 0.1 -0.1
H 0.0 0.0 0.0
I 0.0 0.0 0.0
C 0.1 0.0 0.1
H 0.0 0.1 0.0
H 0.0 0.0 0.0